Formula: C37H55F8N3O11
Source: OMol25
Level of theory: ωB97M-V with the def2-TZVPD basis set

XYZ file:
```
114
C37H55F8N3O11 ωB97M-V with the def2-TZVPD basis set
C -0.242 3.668 -2.206
C -0.812 2.586 -3.147
C 0.192 1.949 -4.117
F 0.652 2.694 -5.148
F 1.279 1.573 -3.361
F -1.348 1.625 -2.367
F -1.838 3.127 -3.884
O -0.122 4.986 -2.733
C 0.868 5.743 -2.093
C 0.953 7.056 -2.896
F -0.268 7.612 -2.990
F 1.837 7.906 -2.317
F 0.594 5.794 -0.772
F 2.045 5.089 -2.195
H 0.702 3.278 -1.826
H -0.892 3.779 -1.335
H -0.220 1.012 -4.515
H 1.353 6.813 -3.886
O -3.364 3.345 1.610
C -3.497 2.178 1.415
O -3.983 1.329 2.372
C -4.336 0.067 1.802
C -4.211 0.223 0.252
C -3.214 1.360 0.220
H -5.365 -0.257 1.941
H -3.577 -0.633 2.156
H -5.153 0.626 -0.131
H -3.939 -0.688 -0.272
H -3.141 1.970 -0.675
H -2.268 0.838 0.421
O 5.897 -0.565 -0.726
C 5.351 -0.600 -1.799
O 5.993 -0.221 -2.914
C 5.069 0.005 -4.002
C 3.743 -0.679 -3.555
C 3.941 -1.059 -2.085
H 5.546 -0.521 -4.826
H 4.888 1.060 -4.192
H 3.518 -1.564 -4.146
H 2.988 0.090 -3.706
H 3.646 -2.056 -1.766
H 3.324 -0.463 -1.405
O -2.161 0.282 6.484
C -3.202 -0.155 6.097
O -4.140 -0.653 6.953
C -5.321 -1.079 6.237
C -5.218 -0.338 4.853
C -3.691 -0.390 4.696
H -6.179 -0.670 6.768
H -5.393 -2.164 6.221
H -5.638 0.644 5.053
H -5.787 -0.891 4.111
H -3.463 0.327 3.909
H -3.350 -1.342 4.289
O 0.054 -1.212 -5.707
C -0.071 -2.388 -5.908
O -0.608 -3.097 -4.913
C -0.698 -4.521 -5.159
C 0.278 -4.633 -6.322
C 0.360 -3.341 -7.056
H -1.697 -4.806 -5.490
H -0.397 -5.046 -4.259
H -0.052 -5.423 -7.008
H 1.207 -5.071 -5.950
H -0.313 -3.274 -7.906
H 1.374 -3.006 -7.263
O 2.437 -1.301 1.021
C 2.915 -0.387 1.633
O 3.347 -0.634 2.893
C 3.682 0.587 3.568
C 3.251 1.726 2.658
C 3.108 1.095 1.286
H 4.742 0.673 3.818
H 3.219 0.635 4.554
H 3.942 2.560 2.766
H 2.272 2.086 2.976
H 4.000 1.118 0.655
H 2.265 1.495 0.727
C 3.086 -4.598 2.481
C 2.223 -4.818 1.225
C 0.909 -5.588 1.500
C 0.009 -5.469 0.354
N -0.749 -5.296 -0.492
H 2.604 -3.902 3.168
H 4.105 -4.313 2.234
H 3.186 -5.499 3.097
H 2.773 -5.499 0.570
H 2.069 -3.902 0.660
H 0.421 -5.327 2.441
H 1.122 -6.649 1.657
C 0.314 3.446 4.839
C -1.144 3.260 4.434
C -1.423 2.292 3.268
C -0.674 2.698 2.069
N -0.080 3.029 1.143
H 0.750 4.078 4.059
H 0.933 2.547 4.872
H 0.398 3.927 5.811
H -1.579 4.229 4.187
H -1.705 2.854 5.279
H -2.503 2.300 3.139
H -1.084 1.293 3.543
C -1.293 -1.944 -1.980
C -0.194 -1.258 -1.135
C -0.772 -0.059 -0.422
C -1.599 -0.390 0.756
N -2.248 -0.565 1.690
H -1.949 -2.513 -1.319
H -0.824 -2.605 -2.706
H -1.912 -1.238 -2.538
H 0.564 -0.932 -1.847
H 0.189 -2.034 -0.476
H -1.609 0.366 -0.986
H 0.023 0.593 -0.061
```

Values from the calculation:
**2S+1**: 1
**Net charge**: 0
**ΔE to the lowest compared entry with this formula, charge and spin**: 1.407 eV


Formula: C37H56Br2F19IN3O2
Source: OMol25
Level of theory: ωB97M-V with the def2-TZVPD basis set

XYZ file:
```
120
C37H56Br2F19IN3O2 ωB97M-V with the def2-TZVPD basis set
C 0.309 2.723 1.634
C 1.164 2.082 0.731
N 0.848 0.780 0.108
C 0.808 -0.400 1.018
C -0.455 -0.453 1.983
C -0.499 -1.953 2.588
C -0.414 -1.958 4.202
C 1.044 -2.431 4.700
C 2.154 -1.310 4.356
C 3.319 -1.236 5.452
C 0.621 0.701 -1.186
N 0.650 1.711 -2.224
I 2.474 2.740 -2.439
C 0.551 1.063 -3.605
C 0.759 -0.467 -3.215
C 0.432 -1.614 -4.261
C 1.697 -2.523 -4.648
C 1.966 -2.299 -6.213
C 2.373 -0.738 -6.377
C 3.402 -0.545 -7.588
C 2.549 -0.018 -8.849
C 3.595 0.695 -9.848
C 3.353 2.274 -9.730
C 3.852 2.949 -11.102
C 3.882 4.543 -10.838
C 2.759 5.186 -11.788
N 0.268 -0.545 -1.825
C -1.060 -1.133 -1.547
C -2.233 -0.690 -2.521
C -3.429 0.067 -1.815
F -4.099 -0.769 -0.900
Br -2.911 1.794 -0.988
C -4.521 0.416 -2.949
F -5.550 1.213 -2.399
F -3.979 1.166 -3.995
Br -5.412 -1.188 -3.687
H -0.806 2.593 1.442
H 0.672 3.331 2.506
H 2.160 2.570 0.506
H 1.734 -0.339 1.685
H 0.883 -1.394 0.485
H -0.275 0.237 2.865
H -1.430 -0.141 1.506
H 0.438 -2.520 2.250
H -1.376 -2.548 2.196
H -0.709 -0.955 4.621
H -1.129 -2.785 4.525
H 1.362 -3.403 4.214
H 1.063 -2.603 5.822
H 1.622 -0.307 4.372
H 2.652 -1.490 3.350
H 3.437 -2.181 6.062
H 4.321 -1.032 4.966
H 3.115 -0.378 6.176
H 1.467 1.302 -4.229
H -0.341 1.361 -4.242
H 1.896 -0.519 -3.083
H -0.364 -2.342 -3.880
H -0.050 -1.122 -5.173
H 1.492 -3.608 -4.377
H 2.636 -2.223 -4.093
H 0.986 -2.518 -6.743
H 2.797 -2.980 -6.583
H 1.385 -0.209 -6.602
H 2.733 -0.327 -5.382
H 3.884 -1.551 -7.809
H 4.163 0.230 -7.236
H 1.776 0.743 -8.500
H 1.994 -0.887 -9.318
H 3.420 0.296 -10.896
H 4.644 0.476 -9.467
H 3.845 2.734 -8.820
H 2.243 2.513 -9.655
H 3.046 2.721 -11.876
H 4.867 2.539 -11.386
H 3.561 4.750 -9.776
H 4.910 4.978 -11.004
H 1.747 4.860 -11.370
H 2.836 4.710 -12.822
H 2.877 6.307 -11.823
H -0.984 -2.262 -1.468
H -1.358 -0.783 -0.500
H -1.926 -0.071 -3.412
H -2.681 -1.650 -2.951
C -6.668 -3.067 6.721
C -6.274 -4.133 7.768
C -4.970 -3.891 8.533
F -3.892 -3.861 7.727
F -4.755 -4.895 9.417
F -6.268 -5.349 7.175
F -7.281 -4.169 8.687
O -6.362 -3.346 5.345
C -5.079 -3.021 4.868
C -4.294 -4.257 4.417
F -4.130 -5.138 5.422
F -3.052 -3.907 3.995
F -4.421 -2.286 5.781
F -5.271 -2.208 3.804
H -7.761 -3.026 6.738
H -6.351 -2.063 7.011
H -5.012 -2.954 9.095
H -4.807 -4.770 3.601
C 0.301 4.108 6.920
C 0.601 4.412 8.405
C 1.981 3.997 8.923
F 2.186 2.669 8.849
F 2.107 4.329 10.230
F -0.381 3.880 9.168
F 0.503 5.763 8.555
O -0.465 2.928 6.628
C 0.216 1.702 6.512
C -0.210 0.694 7.585
F 0.024 1.164 8.824
F 0.483 -0.460 7.465
F 1.541 1.918 6.487
F -0.100 1.214 5.287
H -0.340 4.924 6.576
H 1.193 4.177 6.294
H 2.778 4.504 8.371
H -1.276 0.465 7.508
```

Values from the calculation:
**2S+1**: 1
**Net charge**: +1
**ΔE to the lowest compared entry with this formula, charge and spin**: 5.659 eV